Formula: CCl2Na2O11
Source: the Open Molecules 2025 dataset
Level of theory: ωB97M-V/def2-TZVPD

Each line ends with the natural charge from an NBO analysis.
Element x y z (Å)
O  23.5554  1.6632  -7.5954  -0.769
O  24.3667  -2.0535  -9.6416  -0.951
O  23.2521  1.6211  -10.1204  -0.828
O  24.9968  -0.5484  -13.5965  -0.900
C  25.0525  -1.7331  -8.6415  0.885
Na  23.6127  -0.3763  -10.1034  0.860
O  23.3790  -0.2964  -11.8416  -0.883
O  24.6610  1.5455  -12.6628  -0.863
O  22.0478  0.1496  -8.7635  -0.952
Cl  24.6314  0.1674  -12.3775  2.549
Na  23.0672  -1.1474  -8.0076  0.950
O  24.8750  -0.5099  -8.2454  -0.980
O  21.5788  2.3409  -9.0200  -0.880
Cl  22.6498  1.4169  -8.8248  2.489
O  25.4884  -2.6408  -7.8804  -0.870
O  25.7385  -0.0887  -11.4712  -0.856

Force components x, y, z for each atom (eV/Å):
-3.19 -0.52 -3.51
-0.58 -3.27 -2.48
2.50 -0.34 0.89
-1.35 -0.15 -0.09
-0.26 -1.00 2.48
1.41 -0.09 2.74
-0.92 0.29 -5.74
-1.39 2.06 -0.37
-3.28 -1.05 -0.37
4.59 -1.75 -1.69
0.01 -4.08 3.32
2.73 1.36 0.20
-1.93 1.44 2.90
1.49 7.32 0.35
1.44 -0.15 0.68
-1.27 -0.08 0.69

LUMO level: 3.660 eV
F_max: 7.5 eV/Å
Kohn-Sham gap: 4.2 eV
E_HOMO: -0.5 eV
spin multiplicity: 1
charge: -2